One molecule with the formula C18H23N3O5S3. Source: the OMol25 dataset; level of theory: ωB97M-V with the def2-TZVPD basis set.

Structure (XYZ):
```
52
Properties=species:S:1:pos:R:3:lowdin_charge:R:1
C -2.44162 -6.88894 -3.96177 -0.058
C -1.00463 -6.41898 -3.78690 -0.210
H -0.54989 -6.90483 -2.91709 0.123
H -0.41156 -6.62027 -4.68113 0.126
O -0.93849 -5.00513 -3.61162 -0.066
C -1.14279 -4.53084 -2.37609 -0.505
O -1.34738 -5.22608 -1.40835 0.109
C -1.07047 -3.06981 -2.37728 -0.348
C -1.22169 -2.20532 -1.32486 -0.224
C -1.08624 -0.85350 -1.75267 -0.185
C -1.15495 0.38443 -1.08989 -0.480
N -1.00423 1.51720 -1.73790 0.102
C -0.75396 1.50080 -3.04720 -0.380
N -0.65950 0.40679 -3.77819 0.120
C -0.83006 -0.73987 -3.14066 -0.511
S -0.75926 -2.28349 -3.91083 1.161
C -0.57222 2.81786 -3.71430 -0.013
H -0.23921 2.66583 -4.73556 0.077
H 0.15322 3.40848 -3.15940 0.084
H -1.51567 3.36127 -3.71461 0.084
S -1.46294 0.48627 0.63497 1.034
C -1.28922 2.27942 0.92222 -0.332
H -2.09250 2.58297 1.58967 0.081
C 0.08899 2.60654 1.46547 -0.517
O 0.93150 3.10555 0.74509 0.059
N 0.32161 2.30978 2.76784 -0.064
C -0.69054 1.75188 3.63825 -0.039
H -1.23006 0.94775 3.13936 0.049
H -0.21321 1.33311 4.52139 0.096
H -1.40404 2.51540 3.96271 0.101
C 1.60094 2.67908 3.36180 -0.326
C 1.93183 4.15920 3.27819 -0.147
H 1.31677 4.78471 3.91561 0.116
H 1.94746 4.51961 2.25472 0.104
S 3.63467 4.13537 3.92843 0.680
O 4.47315 5.09447 3.27049 -0.315
O 3.57070 4.18752 5.36445 -0.323
C 4.04331 2.42135 3.42217 -0.190
C 2.79026 1.94436 2.71666 -0.161
H 2.82224 2.20591 1.65879 0.117
H 2.66073 0.86432 2.80355 0.128
H 4.92008 2.44791 2.78547 0.103
H 4.25180 1.87332 4.33637 0.103
H 1.56153 2.41086 4.42239 0.147
H -1.38744 2.73899 -0.06322 0.074
C -1.49331 -2.60400 0.08128 -0.046
H -2.41995 -2.14657 0.42582 0.075
H -0.69129 -2.25160 0.72869 0.079
H -1.57047 -3.68374 0.15602 0.072
H -2.45413 -7.95757 -4.15550 0.078
H -3.01048 -6.68825 -3.05706 0.076
H -2.90741 -6.36956 -4.79581 0.079
```

Results
relative energy (zero: lowest compared OMol25 entry of this formula, charge and spin): 5.9 kJ/mol
strongest force on any atom: 0.8 eV Å⁻¹
E_tot: -2434.7791 Ha
gap between HOMO and LUMO: 8.44 eV
LUMO level: -0.0070 hartree
structure (SMILES): CCOC(=O)c1sc2nc(C)nc(SCC(=O)N(C)[C@H]3CCS(=O)(=O)C3)c2c1C



A 20-piece molecular cluster, C80H140N20 overall at a distorted geometry. Source: the OMol25 dataset; level of theory: ωB97M-V with the def2-TZVPD basis set.

Structure (XYZ):
```
240
Properties=species:S:1:pos:R:3:lowdin_charge:R:1
C 3.34359 -1.75197 2.02476 -0.068
C 3.38433 -0.33567 2.62884 -0.260
C 4.57251 0.52018 2.27727 -0.211
C 5.87141 0.05311 2.81294 -0.220
N 6.87813 -0.23592 3.27121 0.143
H 3.66602 -2.43008 2.81490 0.073
H 3.97830 -1.89618 1.15043 0.055
H 2.29297 -1.99812 1.87082 0.061
H 3.17494 -0.28431 3.69731 0.099
H 2.58931 0.28257 2.21195 0.081
H 4.36250 1.47104 2.76703 0.074
H 4.65659 0.59463 1.19307 0.100
C 0.86316 5.56116 -4.51249 -0.097
C -0.28681 5.51050 -3.47264 -0.228
C -0.38921 4.08405 -2.94422 -0.198
C -1.18123 3.13532 -3.81503 -0.171
N -1.84452 2.42112 -4.49493 0.160
H 0.57723 4.93994 -5.36127 0.060
H 1.83024 5.19499 -4.16780 0.052
H 1.01321 6.56421 -4.91182 0.072
H -1.21495 5.86256 -3.92288 0.116
H 0.01339 6.15368 -2.64542 0.085
H -0.97309 4.16634 -2.02748 0.073
H 0.55614 3.58438 -2.73270 0.073
C -5.23743 4.03084 1.89453 -0.107
C -6.29012 5.01527 2.42127 -0.229
C -7.71605 4.72764 1.85066 -0.189
C -7.88288 4.68993 0.41004 -0.237
N -8.03135 4.67273 -0.73099 0.157
H -5.49126 2.97916 2.02748 0.058
H -4.26900 4.25649 2.34100 0.064
H -5.15621 4.17267 0.81686 0.057
H -5.92347 6.00722 2.15725 0.108
H -6.43201 5.01097 3.50199 0.101
H -8.42343 5.46464 2.23084 0.115
H -8.05299 3.78440 2.28064 0.112
C 7.72496 2.77611 -4.97376 -0.100
C 6.48150 3.59045 -5.26320 -0.227
C 5.15159 2.76763 -5.22533 -0.172
C 4.13786 3.31076 -6.12137 -0.244
N 3.34545 3.77272 -6.80325 0.169
H 8.66581 3.19066 -5.33577 0.074
H 7.63867 1.81852 -5.48727 0.070
H 7.86497 2.55450 -3.91576 0.063
H 6.55466 4.01744 -6.26342 0.108
H 6.32760 4.44734 -4.60734 0.088
H 4.71086 2.75339 -4.22852 0.081
H 5.21040 1.73384 -5.56578 0.113
C 1.71795 -6.08721 0.90419 -0.109
C 1.75046 -7.51172 0.23492 -0.226
C 3.14752 -7.87879 -0.33837 -0.184
C 3.50324 -6.95612 -1.38913 -0.236
N 3.72321 -6.22890 -2.24433 0.168
H 2.03394 -5.37147 0.14526 0.052
H 2.45498 -6.13670 1.70571 0.065
H 0.73660 -5.85535 1.31807 0.032
H 1.02748 -7.44902 -0.57839 0.085
H 1.53539 -8.27814 0.97952 0.108
H 3.03789 -8.86706 -0.78493 0.118
H 3.88981 -8.02427 0.44644 0.123
C -7.45455 0.60599 0.45437 -0.123
C -7.94624 -0.59384 -0.36989 -0.243
C -7.09101 -1.86854 -0.30176 -0.201
C -6.87435 -2.46730 1.05810 -0.180
N -6.75620 -3.00790 2.11544 0.137
H -8.17119 1.42690 0.47990 0.068
H -6.48509 0.94185 0.08634 0.040
H -7.31112 0.36012 1.50655 0.057
H -8.12826 -0.23884 -1.38426 0.089
H -8.91500 -0.80393 0.08339 0.107
H -6.11255 -1.68705 -0.74647 0.075
H -7.61544 -2.61273 -0.90114 0.108
C -2.12805 -5.83597 6.39869 -0.088
C -1.24047 -4.61387 6.70184 -0.261
C -0.56958 -3.90244 5.57361 -0.202
C 0.06596 -4.87763 4.65420 -0.188
N 0.56709 -5.65985 3.92276 0.164
H -2.72217 -6.07176 7.28160 0.075
H -1.61168 -6.72959 6.04814 0.075
H -2.86209 -5.53422 5.65154 0.057
H -0.46121 -4.92994 7.39536 0.117
H -1.80579 -3.87841 7.27421 0.104
H 0.20606 -3.24788 5.97115 0.106
H -1.25234 -3.38949 4.89624 0.091
C -1.23617 1.90309 6.82983 -0.100
C -0.39363 0.94217 6.02444 -0.255
C -0.78670 -0.51200 6.25337 -0.192
C -0.47020 -1.07197 7.56570 -0.245
N -0.19841 -1.53665 8.56288 0.162
H -0.97263 1.98025 7.88467 0.080
H -2.30418 1.73676 6.68914 0.061
H -1.09566 2.91382 6.44673 0.071
H 0.66133 1.10775 6.24292 0.089
H -0.55947 1.12941 4.96352 0.068
H -0.23720 -1.13221 5.54522 0.094
H -1.85677 -0.67454 6.12443 0.116
C 6.93070 -1.68302 -0.21109 -0.132
C 8.37836 -1.23390 -0.18480 -0.239
C 8.72527 -0.20859 -1.28351 -0.183
C 8.53694 -0.69858 -2.66616 -0.241
N 8.41334 -1.04050 -3.73149 0.158
H 6.76656 -2.27308 -1.11276 0.063
H 6.23639 -0.84514 -0.14811 0.033
H 6.65448 -2.36885 0.58981 0.073
H 9.01073 -2.09045 -0.41830 0.112
H 8.55066 -0.75622 0.77970 0.100
H 9.79479 -0.02089 -1.18858 0.115
H 8.14469 0.69467 -1.09604 0.102
C -6.33639 2.15386 -2.81675 -0.098
C -5.11011 1.45696 -3.36303 -0.259
C -4.07086 1.14524 -2.25810 -0.179
C -3.57161 2.38307 -1.58208 -0.208
N -3.13435 3.33481 -1.09341 0.164
H -7.03464 2.45126 -3.59913 0.082
H -6.02542 3.06276 -2.30168 0.059
H -6.85080 1.51034 -2.10305 0.046
H -4.67837 1.99883 -4.20450 0.095
H -5.41168 0.51948 -3.83024 0.071
H -3.22589 0.62381 -2.70779 0.092
H -4.49012 0.42805 -1.55244 0.071
C 0.27903 -1.08721 -6.53501 -0.085
C -0.01403 0.41413 -6.85447 -0.226
C 1.08303 1.45704 -6.46878 -0.193
C 1.59824 1.45113 -5.09882 -0.210
N 2.01645 1.41370 -4.01801 0.187
H -0.50181 -1.68592 -7.00398 0.060
H 0.31384 -1.36869 -5.48255 0.051
H 1.23007 -1.38599 -6.97584 0.069
H -0.94852 0.76732 -6.41849 0.071
H -0.21965 0.52028 -7.91962 0.105
H 0.79175 2.45694 -6.79041 0.105
H 1.93610 1.24390 -7.11294 0.106
C -1.89975 -3.29915 2.08686 -0.104
C -3.12446 -4.10440 2.60077 -0.198
C -3.69570 -5.16153 1.57581 -0.158
C -4.06090 -4.68619 0.26467 -0.196
N -4.33615 -4.29625 -0.80355 0.196
H -2.20072 -2.72011 1.21380 0.055
H -1.11386 -4.00100 1.80781 0.057
H -1.47131 -2.68031 2.87527 0.033
H -3.88386 -3.36192 2.84602 0.068
H -2.86089 -4.59941 3.53543 0.078
H -4.54051 -5.71447 1.98649 0.120
H -2.99411 -5.98429 1.43825 0.116
C 5.91683 5.09512 -1.78008 -0.102
C 4.39956 5.20245 -2.13017 -0.223
C 3.66636 3.91197 -1.60293 -0.187
C 3.74748 3.62050 -0.13367 -0.192
N 3.80305 3.38923 1.00140 0.175
H 6.22902 4.07192 -1.98918 0.057
H 6.11198 5.22172 -0.71519 0.072
H 6.46489 5.79397 -2.41202 0.069
H 4.33100 5.30753 -3.21293 0.089
H 3.95603 6.07076 -1.64292 0.081
H 4.04242 3.05192 -2.15699 0.067
H 2.61636 3.98479 -1.88627 0.070
C -3.92873 1.55007 4.21845 -0.085
C -4.95850 0.35917 4.28350 -0.204
C -4.56322 -0.79842 3.38124 -0.208
C -4.38916 -0.53326 1.97060 -0.211
N -4.23642 -0.29499 0.86160 0.220
H -4.26282 2.41422 4.79269 0.079
H -3.71782 1.90271 3.20886 0.041
H -2.96950 1.18158 4.58202 0.040
H -5.95307 0.71666 4.01680 0.102
H -5.00191 -0.06326 5.28737 0.109
H -5.29597 -1.59443 3.51358 0.087
H -3.61596 -1.21047 3.72914 0.105
C 3.41635 3.41946 5.08376 -0.078
C 3.48183 2.01106 5.76140 -0.242
C 3.51517 2.10305 7.26448 -0.208
C 2.59508 2.98767 7.95949 -0.233
N 1.91846 3.69709 8.60950 0.141
H 2.38139 3.76007 5.05296 0.065
H 3.80510 3.28393 4.07449 0.044
H 4.07061 4.16312 5.53875 0.080
H 4.30699 1.39017 5.41254 0.104
H 2.55229 1.55140 5.42556 0.077
H 4.49877 2.42277 7.60859 0.128
H 3.29429 1.16334 7.77069 0.122
C -3.73482 -1.98979 -5.54908 -0.079
C -4.28878 -3.38211 -5.14210 -0.258
C -4.82035 -3.39439 -3.74945 -0.235
C -5.93905 -2.44448 -3.57846 -0.196
N -6.80273 -1.71398 -3.40410 0.179
H -4.52349 -1.24397 -5.64829 0.067
H -3.21302 -2.00294 -6.50599 0.062
H -2.99867 -1.67601 -4.80900 0.062
H -3.51114 -4.14483 -5.10157 0.088
H -5.06275 -3.81410 -5.77650 0.114
H -3.98045 -3.20468 -3.08112 0.080
H -5.18401 -4.38600 -3.48005 0.110
C -0.33386 -3.02023 -2.85230 -0.089
C -0.83208 -3.81532 -1.59660 -0.211
C -0.77209 -5.36311 -1.83352 -0.173
C -1.72785 -5.93831 -2.82157 -0.205
N -2.52500 -6.35577 -3.54897 0.147
H -0.41588 -1.93775 -2.75413 0.046
H -0.87122 -3.24147 -3.77446 0.064
H 0.71656 -3.26550 -3.00904 0.058
H -1.86693 -3.49611 -1.47292 0.068
H -0.28290 -3.50300 -0.70836 0.092
H -0.99464 -5.89745 -0.90991 0.094
H 0.23800 -5.73521 -2.00488 0.098
C -0.86718 3.55804 3.00338 -0.090
C -0.09862 3.87408 1.69175 -0.226
C 0.85146 5.10295 1.93352 -0.162
C 1.34608 5.65800 0.65460 -0.188
N 1.65439 6.10903 -0.37502 0.172
H -1.40244 4.44387 3.34524 0.077
H -0.17926 3.18618 3.76271 0.058
H -1.57202 2.74715 2.81962 0.043
H -0.80050 4.10013 0.88904 0.095
H 0.48531 3.00465 1.38973 0.075
H 1.61856 4.81778 2.65348 0.101
H 0.22479 5.87774 2.37520 0.114
C 3.50610 -2.68238 -2.15546 -0.112
C 4.53394 -2.67627 -3.30571 -0.200
C 4.91046 -1.19076 -3.73275 -0.168
C 5.24553 -0.20011 -2.72781 -0.227
N 5.54207 0.60960 -1.95592 0.180
H 4.07567 -2.53985 -1.23710 0.050
H 3.13007 -3.69110 -1.98465 0.032
H 2.66790 -1.99170 -2.24755 0.063
H 4.05329 -3.18007 -4.14432 0.101
H 5.38930 -3.29880 -3.04321 0.099
H 4.14751 -0.81230 -4.41302 0.100
H 5.77071 -1.21729 -4.40161 0.094
C 1.21688 1.31834 -0.67236 -0.098
C 0.21933 0.21801 -1.01035 -0.260
C -1.00936 0.29139 -0.12597 -0.182
C -0.85699 0.01522 1.33286 -0.177
N -0.75572 -0.15635 2.47942 0.174
H 0.72619 2.28462 -0.78910 0.061
H 2.09434 1.19867 -1.30784 0.050
H 1.62006 1.14150 0.32477 0.056
H 0.61128 -0.79780 -0.95925 0.092
H -0.13461 0.26856 -2.04004 0.094
H -1.76373 -0.40024 -0.50103 0.096
H -1.36256 1.30230 -0.32952 0.094
```

Results
relative energy (zero: lowest compared OMol25 entry of this formula, charge and spin): 2.3 kJ/mol
strongest force on any atom: 4.8 eV Å⁻¹
E_tot: -4227.2507 Ha
gap between HOMO and LUMO: 11.41 eV
LUMO level: 0.0072 hartree



C41H56N7STm as an isolated structure. Source: the OMol25 dataset; level of theory: ωB97M-V with the def2-TZVPD basis set.

Structure (XYZ):
```
106
Properties=species:S:1:pos:R:3:lowdin_spin:R:1
Tm 0.01243 -0.10863 -0.24298 2.013
C -2.64037 4.26353 3.78137 0.000
C -3.23009 2.85225 3.65220 0.000
C -2.87479 2.21169 2.34804 0.000
C -3.62468 2.12724 1.20939 0.000
C -5.01242 2.63776 0.97994 0.000
C -5.01350 4.02974 0.33410 0.000
C -2.78869 1.50259 0.20450 0.000
N -1.57766 1.18869 0.75152 -0.003
C -1.58629 1.62484 2.04093 0.000
C -0.49366 1.56346 2.90791 -0.001
C 0.81831 1.21039 2.59467 0.000
C 1.92844 1.18245 3.52894 0.000
C 1.83114 1.54838 4.97685 0.000
C 1.79350 3.07084 5.17398 0.000
C 3.03104 0.81946 2.81485 0.000
C 2.60181 0.64800 1.43741 0.000
C 3.43342 0.32527 0.36422 0.000
C 3.09605 0.16747 -0.98170 0.000
N 1.83941 0.31449 -1.48546 -0.003
C 1.89285 0.02484 -2.81417 0.000
C 0.77658 -0.04107 -3.64765 0.000
C -0.55145 0.25318 -3.32720 0.000
N -0.98397 0.65562 -2.09760 -0.002
C -2.32209 0.89299 -2.18779 0.000
C -3.13396 1.31024 -1.13201 0.000
C -2.76511 0.64124 -3.54405 0.000
C -1.67192 0.22439 -4.24807 0.000
C -1.59275 -0.22034 -5.67504 0.000
C -0.98300 0.83301 -6.60953 0.000
C -4.15866 0.87004 -4.03843 0.000
C -4.38045 2.34793 -4.38970 0.000
C 3.26031 -0.26873 -3.19173 0.000
C 4.00616 -0.19185 -2.05314 0.000
C 5.46519 -0.47535 -1.89329 0.000
C 6.34814 0.76005 -2.10191 0.000
C 3.71799 -0.55644 -4.58429 0.000
C 3.74908 0.71036 -5.45115 0.000
N 1.26079 0.88080 1.34970 -0.002
C 4.42817 0.62627 3.31511 0.000
C 5.24402 1.92475 3.28582 0.000
H -2.87128 4.69301 4.75724 0.000
H -3.04797 4.91968 3.01176 0.000
H -1.55682 4.23855 3.66015 0.000
H -4.31606 2.91030 3.74568 0.000
H -2.86915 2.23521 4.47851 0.000
H -5.54674 2.68559 1.93037 0.000
H -5.55756 1.93969 0.34000 0.000
H -4.48594 4.74301 0.96816 0.000
H -6.03276 4.38899 0.18395 0.000
H -4.50621 4.00571 -0.63135 0.000
H -0.67536 1.87221 3.92967 0.000
H 2.68443 1.13660 5.51895 0.000
H 0.93205 1.10516 5.41100 0.000
H 2.68874 3.52988 4.75388 0.000
H 1.73534 3.32673 6.23314 0.000
H 0.93101 3.50750 4.66933 0.000
H 4.47615 0.16761 0.61009 0.000
H 0.96122 -0.35646 -4.66737 0.000
H -4.16140 1.54370 -1.38670 0.000
H -2.59430 -0.47210 -6.02984 0.000
H -0.99407 -1.13364 -5.73041 0.000
H -1.60239 1.73008 -6.64014 0.000
H -0.89664 0.43826 -7.62266 0.000
H 0.01027 1.12487 -6.26776 0.000
H -4.87570 0.56667 -3.27184 0.000
H -4.35009 0.25523 -4.92038 0.000
H -4.20324 2.97464 -3.51455 0.000
H -5.39655 2.52556 -4.74538 0.000
H -3.68238 2.65776 -5.16823 0.000
H 5.75432 -1.25027 -2.60618 0.000
H 5.64821 -0.88352 -0.89760 0.000
H 6.21882 1.16286 -3.10748 0.000
H 7.39960 0.50136 -1.96817 0.000
H 6.08982 1.54494 -1.38936 0.000
H 3.05911 -1.29650 -5.04600 0.000
H 4.71977 -0.98857 -4.55529 0.000
H 2.76755 1.18503 -5.48178 0.000
H 4.05072 0.47248 -6.47230 0.000
H 4.45594 1.43279 -5.04119 0.000
H 4.92914 -0.12919 2.70770 0.000
H 4.39625 0.24338 4.33721 0.000
H 5.29420 2.32141 2.27063 0.000
H 6.26133 1.75193 3.64023 0.000
H 4.78052 2.68064 3.92044 0.000
S 2.04365 -3.49773 -1.81261 0.000
C 1.37097 -2.68517 -0.61259 0.000
N 0.82128 -2.11865 0.27035 -0.001
C -3.50415 -4.40233 -0.97236 0.000
C -3.81935 -3.04868 -1.62288 0.000
C -5.26881 -2.66370 -1.33601 0.000
C -3.59612 -3.13699 -3.13275 0.000
N -3.00735 -1.94985 -1.06488 0.000
N -1.59437 -2.08462 -1.23224 -0.001
H -4.19525 -5.16512 -1.33414 0.000
H -3.60239 -4.33995 0.11426 0.000
H -2.49194 -4.73750 -1.20760 0.000
H -5.95113 -3.39177 -1.77533 0.000
H -5.48288 -1.67891 -1.75392 0.000
H -5.45178 -2.62798 -0.25900 0.000
H -4.35354 -3.78466 -3.57588 0.000
H -2.61861 -3.56021 -3.37370 0.000
H -3.67040 -2.14757 -3.58260 0.000
H -3.18195 -1.89128 -0.06880 0.000
H -1.41073 -1.98796 -2.22599 0.000
H -1.28558 -3.01831 -0.96788 0.000
```

Results
strongest force on any atom: 0.8 eV Å⁻¹
multiplicity: 3
E_tot: -3462.7891 Ha
gap between HOMO and LUMO (alpha / beta): 5.78 / 5.77 eV
LUMO level (alpha / beta): -0.0321 / -0.0322 hartree